82
Properties=species:S:1:pos:R:3:forces:R:3:lowdin_charge:R:1 method="wB97M-V/def2-TZVPD" orbital_gap_ev=6.24 charge=0 homo_ev=-6.4 e_lumo_ev=-0.18 e_above_lowest_kj_mol=80.1
Rb -0.2476 1.4278 -0.0080 -1.069 0.952 -0.271 0.87
Br 4.9236 0.4911 0.3568 -0.028 -0.011 -0.073 0.74
C 3.8284 0.8082 1.8685 0.122 -0.019 0.164 -0.61
C 4.4535 1.0876 3.0842 0.049 -0.013 -0.067 -0.19
C 3.7202 1.3093 4.2154 -0.153 -0.039 -0.137 -0.65
Br 4.6225 1.6712 5.8438 0.046 0.015 0.072 0.74
C 2.3065 1.2719 4.1603 -0.030 -0.010 0.228 -0.20
C 1.4758 1.4878 5.2849 0.031 -0.002 -0.006 -0.04
C 0.1192 1.4544 5.1499 -0.038 -0.016 -0.058 -0.06
C -0.4215 1.2155 3.8740 -0.074 0.018 0.052 -0.16
N 0.3072 0.9957 2.8083 0.269 0.004 0.060 0.04
C 1.6640 0.9978 2.9255 0.135 0.019 -0.161 -0.15
C 2.4389 0.7159 1.7039 -0.082 -0.054 0.116 -0.49
O 1.8702 0.4324 0.6121 0.931 -0.358 0.228 -0.38
H 5.5342 1.1211 3.1192 -0.004 0.004 0.026 0.09
H 1.9300 1.6789 6.2476 0.012 0.002 -0.007 0.07
H -0.5357 1.6153 5.9957 0.002 0.001 0.001 0.10
H -1.5004 1.2062 3.7385 0.010 -0.001 -0.017 0.10
C 0.7531 1.8042 -4.2115 0.044 -0.032 -0.036 -0.09
N -0.2593 1.7321 -3.1728 -0.009 0.030 0.107 -0.31
C -1.3983 0.9466 -3.6150 -0.023 -0.019 -0.032 -0.10
C -0.6683 3.0628 -2.7365 -0.015 0.025 -0.047 -0.24
C 0.4546 3.7743 -1.9653 0.076 0.057 -0.030 -0.25
N -0.0133 4.3403 -0.7030 0.033 -0.043 -0.027 -0.34
C -0.8513 5.5033 -0.9302 -0.034 0.047 0.005 -0.09
C 1.1034 4.6654 0.1737 0.025 0.042 -0.046 -0.09
H 0.3805 2.3110 -5.1173 -0.009 0.004 0.010 0.09
H 1.0667 0.7971 -4.4880 -0.011 -0.006 0.012 0.08
H 1.6322 2.3420 -3.8560 -0.010 0.005 0.008 0.09
H -1.9073 1.3943 -4.4850 0.010 0.004 0.003 0.09
H -2.1214 0.8505 -2.8032 0.006 0.004 0.002 0.06
H -1.0635 -0.0537 -3.8936 0.010 0.006 0.008 0.09
H -1.5279 2.9458 -2.0688 0.029 0.019 -0.021 0.09
H -1.0163 3.6682 -3.5907 0.026 0.007 -0.005 0.13
H 0.9449 4.5454 -2.5816 -0.039 0.005 -0.020 0.13
H 1.2269 3.0342 -1.7381 0.011 0.030 0.009 0.10
H -0.2999 6.3214 -1.4224 0.003 -0.010 0.002 0.09
H -1.2369 5.8741 0.0198 0.009 -0.006 0.001 0.09
H -1.7026 5.2426 -1.5601 0.008 -0.014 -0.001 0.08
H 1.7760 5.4182 -0.2659 0.003 0.000 0.008 0.10
H 1.6933 3.7709 0.3875 -0.001 0.006 -0.023 0.08
H 0.7244 5.0557 1.1184 -0.004 0.006 -0.004 0.09
C -5.6978 0.8609 -0.1902 0.082 -0.051 -0.012 -0.04
C -4.2419 0.9322 -0.2159 0.000 -0.153 0.039 -0.24
N -3.0950 0.9361 -0.2239 -0.246 0.117 -0.057 0.10
H -5.9922 0.0068 0.4176 -0.043 0.010 -0.009 0.09
H -6.0734 0.7257 -1.2025 -0.019 0.002 0.005 0.09
H -6.1143 1.7721 0.2329 0.004 0.007 0.006 0.09
C -4.5232 -3.7505 -0.1005 -0.003 -0.003 0.026 -0.10
C -3.8341 -3.6167 -1.2961 0.033 0.010 -0.034 -0.09
C -2.5415 -3.1058 -1.3069 -0.053 0.038 -0.027 -0.12
C -1.9164 -2.7210 -0.1239 0.106 -0.074 0.056 -0.38
C -2.6220 -2.8496 1.0708 -0.055 -0.073 -0.003 -0.11
C -3.9094 -3.3667 1.0849 -0.027 -0.011 -0.001 -0.09
As -0.2145 -1.7391 -0.1383 -0.148 -0.464 -0.002 1.29
C 0.6497 -2.5219 -1.6943 0.032 0.009 0.029 -0.40
C 1.4180 -1.6569 -2.4672 0.075 -0.005 -0.086 -0.11
C 2.0979 -2.1280 -3.5851 -0.008 0.019 0.019 -0.08
C 2.0071 -3.4648 -3.9394 0.004 -0.003 -0.004 -0.09
C 1.2452 -4.3352 -3.1692 0.005 -0.020 -0.010 -0.08
C 0.5751 -3.8672 -2.0494 -0.040 0.005 0.021 -0.12
C 0.7995 -2.5649 1.3090 -0.026 0.021 -0.104 -0.36
C 0.4703 -2.2316 2.6197 0.050 -0.022 0.066 -0.13
C 1.2556 -2.6655 3.6774 -0.010 0.000 0.030 -0.08
C 2.3942 -3.4202 3.4348 -0.003 0.004 -0.001 -0.08
C 2.7390 -3.7377 2.1301 0.002 -0.003 -0.047 -0.08
C 1.9477 -3.3117 1.0709 0.012 -0.033 0.065 -0.09
H -5.5266 -4.1571 -0.0907 0.004 -0.003 0.004 0.10
H -4.2978 -3.9155 -2.2285 -0.006 -0.005 0.007 0.10
H -2.0228 -3.0094 -2.2532 0.020 0.012 0.004 0.09
H -2.1717 -2.5555 2.0101 0.050 0.002 -0.007 0.08
H -4.4321 -3.4747 2.0277 -0.006 0.001 -0.008 0.10
H 1.5101 -0.6132 -2.1859 -0.021 -0.003 0.040 0.09
H 2.7076 -1.4508 -4.1707 -0.006 -0.001 0.000 0.10
H 2.5360 -3.8329 -4.8095 -0.002 -0.002 0.003 0.10
H 1.1806 -5.3822 -3.4379 0.000 0.001 0.002 0.10
H -0.0091 -4.5519 -1.4452 0.004 0.002 -0.003 0.11
H -0.3721 -1.5861 2.8306 -0.026 0.012 -0.042 0.08
H 0.9909 -2.3862 4.6900 0.007 -0.004 0.001 0.11
H 3.0199 -3.7422 4.2572 -0.003 0.003 0.002 0.10
H 3.6372 -4.3072 1.9267 0.000 -0.002 0.017 0.10
H 2.2479 -3.5488 0.0590 -0.007 0.000 -0.012 0.09


19
Properties=species:S:1:pos:R:3:forces:R:3:lowdin_charge:R:1 method="wB97M-V/def2-TZVPD" orbital_gap_ev=9.82 charge=0 homo_ev=-8.8 e_lumo_ev=0.99 e_above_lowest_kj_mol=142.7
C 2.3786 -0.4564 0.4814 -2.173 0.405 -2.158 0.00
O 1.3217 -0.2061 -0.6230 2.395 -0.947 1.002 -0.18
C 0.2433 0.5259 -0.1183 -0.689 0.147 0.939 -0.49
N 0.2144 1.8959 -0.5796 0.058 0.072 0.137 0.07
C -1.1156 -0.1601 -0.4540 0.685 0.045 0.065 -0.42
C -1.1267 -1.6019 0.0375 0.005 0.268 -0.250 -0.06
N -2.2466 0.5606 0.0970 -0.214 0.046 -0.023 0.03
H 1.8552 -1.1621 1.1283 0.437 0.419 0.552 0.08
H 3.2738 -0.9249 0.0767 -0.268 0.065 -0.400 0.08
H 2.6217 0.5408 0.8516 -0.014 -0.369 0.555 0.08
H 0.3349 0.5407 0.9949 -0.287 0.170 -0.495 0.15
H 0.3381 1.9215 -1.5858 0.056 0.008 0.028 0.08
H 0.9487 2.4487 -0.1494 -0.059 -0.074 -0.165 0.07
H -1.2135 -0.1479 -1.5448 -0.005 -0.051 -0.026 0.14
H -2.0777 -2.0640 -0.2128 -0.060 -0.072 -0.004 0.08
H -0.3177 -2.1604 -0.4244 0.049 -0.099 0.023 0.07
H -1.0072 -1.6352 1.1206 0.022 -0.008 0.139 0.08
H -2.2196 1.5278 -0.2076 0.066 -0.059 0.129 0.06
H -2.2055 0.5571 1.1116 -0.006 0.033 -0.047 0.07


11
Properties=species:S:1:pos:R:3:forces:R:3:lowdin_charge:R:1 method="wB97M-V/def2-TZVPD" orbital_gap_ev=8.94 charge=0 homo_ev=-8.3 e_lumo_ev=0.65 e_above_lowest_kj_mol=132.2
C 0.8135 -0.3540 -1.0895 -0.807 0.265 0.743 -0.13
C -0.3000 -0.8599 -0.2247 -0.690 0.723 0.368 -0.90
S -0.7534 -2.4215 -0.3829 -0.620 0.063 0.484 0.63
N -0.8701 0.1129 0.6012 0.307 -1.463 -0.638 -0.11
N 0.0074 1.1212 1.1018 -0.771 1.196 1.266 0.00
H 1.6932 -0.6640 -0.5630 0.910 0.340 0.156 0.08
H 0.7868 -0.8804 -2.0172 -0.027 -0.184 -0.627 0.06
H 0.7135 0.7185 -1.2118 0.518 0.107 -0.184 0.07
H -1.5378 -0.1686 1.3182 0.270 -0.428 -0.637 0.12
H -0.0619 1.9483 0.5036 -0.043 -0.265 -0.110 0.08
H -0.4912 1.4473 1.9644 0.952 -0.355 -0.821 0.10


15
Properties=species:S:1:pos:R:3:forces:R:3:lowdin_charge:R:1 method="wB97M-V/def2-TZVPD" orbital_gap_ev="7.40 / 7.61" charge=0 homo_ev="-8.8 / -8.3" e_lumo_ev="-1.43 / -0.67" e_above_lowest_kj_mol=574.6
C 0.4396 -1.3805 -0.1255 -2.178 0.608 0.105 0.04
C 1.7732 -1.4993 0.0855 -2.459 1.374 -0.553 0.00
C -1.6445 -0.0153 -0.1465 1.514 5.264 -0.100 -0.04
C -2.4015 1.0959 0.0889 -2.492 -3.836 0.028 -0.12
C -0.2303 -0.0470 -0.2579 1.454 -2.615 0.201 -0.21
C 0.6650 0.9441 -0.3535 -2.157 1.326 -0.069 -0.01
C 2.5982 -0.3561 0.1521 1.328 1.392 -0.245 -0.35
O 3.7554 -0.1827 0.3047 0.151 -0.539 0.257 0.17
O -2.1080 2.3590 0.3615 -1.403 0.853 0.962 -0.09
O 1.8772 0.9696 -0.1321 1.887 -0.981 0.160 0.14
O -1.0170 2.9474 -0.0402 1.071 -0.536 -0.655 -0.01
H -0.3167 -2.2661 -0.1503 1.842 1.365 0.021 0.16
H 2.1764 -2.4358 0.1329 1.425 -2.089 0.332 0.09
H -2.0406 -0.9298 -0.1957 -2.235 -3.104 -0.128 0.06
H -3.5265 0.7966 0.2763 2.252 1.518 -0.316 0.16


22
Properties=species:S:1:pos:R:3:forces:R:3:lowdin_charge:R:1 method="wB97M-V/def2-TZVPD" orbital_gap_ev=10.10 charge=0 homo_ev=-9.4 e_lumo_ev=0.70 e_above_lowest_kj_mol=105.8
C -0.3415 0.6199 2.3639 -0.038 0.942 0.733 -0.12
C -0.0746 -0.6430 1.5899 -1.619 -0.115 -0.763 -0.30
N -0.8425 -0.6036 0.3470 -0.449 0.564 -1.067 -0.01
C -0.6129 -1.4667 -0.5563 -0.693 -1.687 -0.428 -0.32
N 0.2912 -2.4961 -0.4631 0.953 0.660 1.149 0.09
H 0.3904 0.6853 3.1669 -0.058 0.157 0.245 0.07
H -1.3427 0.6837 2.8048 0.133 -0.517 -0.033 0.08
H -0.2921 1.5621 1.8067 0.407 -0.321 -0.297 0.06
H -0.5869 -1.4699 2.1615 1.504 0.263 -0.322 0.14
H 0.9975 -0.7253 1.3435 -0.161 -0.468 0.693 0.10
H -1.2186 -1.6593 -1.4613 -0.228 1.158 0.491 0.13
H 0.4690 -3.0816 -1.2590 -0.029 0.310 -0.276 0.09
H 1.1324 -2.1261 -0.0260 0.089 -0.855 -0.105 0.08
O 1.3324 -0.2659 -2.3083 0.647 -0.678 -0.866 -0.08
H 0.5586 0.2948 -2.2688 -0.146 0.358 0.168 0.01
H 2.0008 0.2890 -2.7379 -0.299 -0.176 0.239 0.05
O 1.0804 1.6247 -0.5775 0.149 0.950 0.093 -0.06
H 0.1507 1.6839 -0.3368 0.347 -0.182 0.215 -0.02
H 1.5234 1.1278 0.1123 -0.131 -0.086 0.081 0.04
O -1.6932 1.9164 -1.5835 0.112 -0.338 0.049 -0.06
H -1.4725 1.2774 -0.8866 -0.467 -0.244 -0.016 -0.01
H -1.4493 2.7725 -1.2313 -0.022 0.306 0.016 0.04